1.
Below is a molecular structure, C51H50BF2HfNOP3 in a non-equilibrium geometry, with properties calculated with wB97M-V/def2-TZVPD.

Highest occupied orbital energy, eV: -15.6
Net charge: +3
E_LUMO, eV: -9.45
Kohn-Sham gap, Ha: 0.2254

Last column: Mulliken charge in e.
Positions of all 110 atoms, in Å:
Hf: -1.15092 0.24886 -0.07684  1.541
P: 0.10450 0.81483 2.23093  0.943
P: 1.02984 -1.80536 -2.26829  0.327
P: 0.63785 1.29691 -1.94172  0.944
F: -3.42579 2.39541 0.24474  -0.095
F: -3.61672 1.57204 -1.86751  0.140
O: -4.07982 -1.08026 2.91686  -0.380
N: -2.72756 -0.74516 1.19159  0.846
C: -4.31437 -1.43513 -1.93113  -1.358
C: 1.83708 0.37515 2.25748  0.398
C: 3.40291 0.70851 -2.26077  0.192
C: -0.75822 0.10059 3.65383  1.308
C: 2.09283 -3.40387 -4.19978  -0.314
C: 1.77419 -5.77621 -4.42106  -0.565
C: -1.75335 -0.93159 6.05546  -0.912
C: 1.17691 3.77789 -0.81968  -0.893
C: -0.81810 -0.44493 -3.79435  -2.149
C: 1.32403 -2.99433 2.19361  -1.222
C: -1.94591 -0.64234 3.65082  -0.366
C: 2.58947 0.83096 1.17087  0.474
C: 1.30939 -3.40599 -3.04642  1.029
C: 3.95625 0.60392 1.11545  -0.910
C: 3.82629 -0.57270 3.21546  -1.206
C: -1.33597 3.13229 2.60306  -0.443
C: 2.44888 2.45301 -3.62998  -0.986
C: 4.63768 0.91293 -2.85945  -1.466
C: 1.04583 3.37804 2.93095  -0.349
C: 4.57520 -0.09519 2.14490  -0.861
C: -4.34206 -2.00784 -0.52149  0.232
C: -2.87116 -0.81730 2.50344  0.269
C: 0.19670 2.97765 -1.43179  0.986
C: -0.05085 -2.26828 0.36373  -0.184
C: -0.45003 5.20876 3.41359  -0.611
C: 0.99746 -5.78699 -3.26269  -0.738
C: 0.08186 -2.68634 1.69848  -0.369
C: -3.47380 -3.26249 -0.37571  -1.146
C: 2.32107 -4.59114 -4.89023  -0.807
C: -0.13869 0.37583 4.86665  -1.346
C: -0.76132 -1.48086 -2.66871  0.747
C: -0.44291 5.54495 -0.52802  -0.752
C: 2.44644 -2.86841 1.36727  -0.648
C: -0.58627 1.00130 -3.31789  0.224
C: 2.30837 1.47191 -2.65127  0.913
C: -4.96512 -1.30790 1.78588  -0.782
C: 4.77402 1.86787 -3.85870  -0.693
C: 0.86072 5.05026 -0.39224  -0.704
C: -1.09589 3.49741 -1.59357  -0.913
C: 2.31223 -2.44550 0.05495  -1.335
C: -0.04518 2.59346 2.56692  1.399
C: -2.42074 -1.15714 4.86384  -0.759
C: 0.83259 4.67898 3.37404  -0.803
C: -1.41759 4.77374 -1.12499  -0.907
C: -4.13119 -0.93864 0.57146  -0.850
C: 3.68082 2.64089 -4.23962  -0.877
C: 1.04911 -2.17464 -0.48544  0.852
C: -1.53749 4.44223 3.01134  -0.908
C: 2.45638 -0.34843 3.27221  -0.638
C: -0.62611 -0.13214 6.06371  -0.898
C: 0.76300 -4.60631 -2.57828  -0.548
B: -2.94538 1.60851 -0.72298  -0.116
H: 5.49111 0.32138 -2.54994  0.513
H: 3.19361 -2.38733 -0.57794  0.510
H: 2.92997 -4.58875 -5.78707  0.442
H: -0.80246 -2.82621 2.31152  0.738
H: -5.84543 -0.69222 1.92642  0.292
H: -0.12088 0.10142 6.99397  0.483
H: 1.63441 5.67649 0.03992  0.481
H: -2.53930 4.85313 3.04817  0.519
H: 3.78706 3.39815 -5.00674  0.484
H: 3.30228 -0.04269 -1.48866  0.864
H: 4.53712 0.97955 0.27946  0.588
H: -5.23958 -2.35841 1.80723  0.425
H: 1.89160 -0.74119 4.10843  0.725
H: -0.26248 1.63913 -4.13866  0.830
H: -5.37335 -2.32777 -0.35335  0.832
H: -2.58710 -3.20578 -1.01417  -0.032
H: -0.67584 6.55203 -0.19759  0.472
H: -0.07164 -0.72920 -4.53697  0.453
H: -2.41661 5.16654 -1.27648  0.555
H: 2.20013 3.43020 -0.74150  0.376
H: -2.13879 -1.35491 6.97512  0.486
H: -1.20765 -2.43978 -2.92586  1.187
H: 1.95536 -6.70105 -4.95507  0.424
H: -4.41107 -2.23171 -2.67192  0.421
H: 0.73552 1.01424 4.89057  0.719
H: 5.73378 2.01637 -4.33952  0.463
H: 2.53397 -2.47738 -4.55807  0.400
H: 5.64500 -0.26432 2.11665  0.462
H: -0.60544 6.22228 3.76824  0.460
H: 0.16489 -4.62726 -1.67145  0.261
H: -2.20516 2.52623 2.37271  0.192
H: -3.33089 -1.73760 4.88221  0.612
H: -4.44255 0.02724 0.18523  0.824
H: -3.15005 -3.45588 0.65325  0.322
H: 1.42799 -3.35421 3.21220  0.470
H: 0.58292 -6.71949 -2.89875  0.449
H: 2.12120 1.39570 0.37941  -0.334
H: 1.61759 3.09352 -3.90968  0.401
H: 3.42910 -3.12582 1.75022  0.612
H: -5.11934 -0.71821 -2.09882  0.456
H: 4.31107 -1.11991 4.01589  0.452
H: -3.38641 -0.90509 -2.15506  -0.111
H: -1.54966 1.39302 -2.99421  -0.020
H: 2.05096 2.97063 2.92059  0.540
H: 1.67464 5.27935 3.69921  0.498
H: -1.78470 -0.47587 -4.29641  0.501
H: -4.01595 -4.14842 -0.70735  0.485
H: -1.40522 -1.10163 -1.83767  -1.445
H: -1.82675 2.98953 -2.20423  0.803
H: -1.05841 -2.30972 -0.03641  0.501

***

2.
Below is 4 unconnected molecules or ions with the total composition C24H46N2O9PS in a non-equilibrium geometry, with properties calculated with wB97M-V/def2-TZVPD.

Highest occupied orbital energy, eV: -10.9
Net charge: +1
E_LUMO, eV: -2.74
Kohn-Sham gap, Ha: 0.3012

Last column: Mulliken charge in e.
Positions of all 83 atoms, in Å:
S: 2.49967 2.92676 0.67641  1.249
P: 2.61076 0.89949 3.02066  0.307
O: -4.67211 0.16387 4.84775  -0.352
O: 2.29874 3.94862 1.65242  -0.639
O: 0.77496 0.31138 -4.56404  -0.324
O: 1.87898 2.98804 -0.59545  -0.489
O: -6.07765 0.38761 3.18931  -0.598
O: -1.64075 0.45951 1.35031  -0.303
O: -2.60834 -1.39977 0.69206  -0.618
O: 2.28874 0.06479 -0.20096  -0.111
O: -0.09309 -1.47525 -5.48284  -0.546
N: 1.70315 1.53277 1.54778  -0.007
N: 3.74242 -0.09514 2.78061  -0.608
C: -4.13395 -0.58556 5.94485  -0.487
C: 1.27610 0.33710 0.70102  -1.329
C: -5.58117 -0.35151 3.99546  0.831
C: -5.88862 -1.82921 4.02027  -1.029
C: -3.93110 0.55067 0.38952  -0.943
C: 4.17473 2.49986 0.62666  -0.674
C: -2.69385 -0.20900 0.78614  0.793
C: 0.85559 -1.82523 -0.63114  -0.306
C: -2.36271 2.41077 2.64726  -1.348
C: 2.40199 -2.54807 -2.78469  -0.354
C: -1.62194 1.89218 1.43270  0.000
C: -2.95757 -1.44361 5.53021  -0.786
C: 5.25061 -0.99773 -1.51843  -1.526
C: 0.48093 -2.94091 -1.37733  0.401
C: 2.81355 -1.43014 -2.04958  0.000
C: -0.00635 2.29459 -3.36898  -0.556
C: 1.27323 -3.29585 -2.46184  -1.508
C: 0.89535 1.72936 -4.44760  -0.595
C: -1.33845 0.51825 -5.83822  -1.091
C: -0.17987 -0.29476 -5.31352  0.812
C: 4.43879 -0.85769 -3.88493  -2.144
C: 4.04780 -0.63836 -2.42612  1.690
C: -0.74857 -3.66521 -0.93280  -1.492
C: 1.99401 -1.10189 -0.95591  1.089
H: 1.48092 0.41575 3.69294  0.108
H: -1.20019 -4.27145 -1.71191  0.395
H: 4.57591 2.64526 1.62648  0.412
H: -5.73252 -2.30918 4.98167  0.339
H: 0.15858 3.36670 -3.25983  0.424
H: 4.31068 1.47740 0.31061  0.014
H: 4.59890 3.22579 -0.06437  0.496
H: 5.29036 -0.22832 -4.13596  0.459
H: 0.20059 -1.55484 0.18418  0.016
H: -0.49210 -4.33493 -0.10983  0.343
H: -3.76584 1.59036 0.12872  0.352
H: 0.84612 1.98768 1.88197  0.586
H: 0.21119 1.80648 -2.41693  -0.179
H: -3.42124 2.15589 2.60961  0.348
H: 6.07059 -1.39238 -2.11378  0.488
H: 3.61255 -0.63916 -4.55970  0.398
H: 3.80435 0.42315 -2.33067  0.050
H: -1.64436 0.08883 -6.78783  0.335
H: -0.56095 2.14985 1.50880  -0.114
H: -2.27338 3.49517 2.71042  0.421
H: 0.73335 2.21230 -5.41204  0.401
H: -3.24589 -2.20060 4.80132  0.273
H: -1.95149 1.97132 3.55606  0.304
H: -5.26101 -2.31902 3.27548  0.245
H: 1.10916 -0.49105 1.39237  0.898
H: 3.97867 -0.42237 1.85480  0.369
H: -1.98356 2.33703 0.50753  0.458
H: 2.94886 2.11040 3.62510  0.184
H: -3.81795 0.17332 6.65776  0.353
H: -4.64185 0.51008 1.21812  0.153
H: 1.02073 -4.14974 -3.07459  0.421
H: -4.37672 0.05144 -0.46651  0.365
H: -2.16616 0.42588 -5.13551  0.250
H: 1.93925 1.89125 -4.18148  0.336
H: -2.18361 -0.82296 5.07741  0.113
H: -1.43845 -2.92716 -0.54206  0.157
H: 4.98233 -1.75882 -0.78750  0.313
H: 0.34425 0.63224 0.21700  0.409
H: -1.11916 1.57185 -5.98852  0.370
H: 2.96529 -2.85222 -3.65429  0.332
H: 4.73521 -1.89084 -4.05739  0.488
H: -1.05910 2.13033 -3.59802  0.345
H: -4.91673 -1.16880 6.42893  0.379
H: 5.63501 -0.13624 -0.98784  0.258
H: -6.92824 -1.95770 3.73297  0.336
H: -2.53636 -1.94870 6.39930  0.392

***

3.
Below is a molecular structure, C35H47FN6O9PPtS in a non-equilibrium geometry, with properties calculated with wB97M-V/def2-TZVPD.

ΔE to the lowest compared entry with this formula, charge and spin, eV: 2.384
Highest occupied orbital energy (alpha / beta), eV: -3.5 / -3.4
Net charge: -1
E_LUMO (alpha / beta), eV: -0.52 / -0.64
Kohn-Sham gap (alpha / beta), Ha: 0.1090 / 0.1024

Last column: Mulliken charge in e.
Positions of all 101 atoms, in Å:
Pt: 1.49471 -0.18045 -0.22106  3.121
S: -0.79334 3.57268 0.13447  -0.421
P: -0.19083 -2.11171 1.67434  -0.561
F: -1.40826 -1.67382 -6.94535  -0.325
O: 1.94932 1.25578 1.28884  -0.896
O: -3.09470 2.37130 -3.85170  -0.616
O: 0.33000 -0.53861 -2.85993  -0.608
O: 3.38332 2.56691 2.35487  -0.723
O: 3.43345 -0.75969 0.04682  -0.602
O: -2.61220 0.62149 -8.01574  -0.644
O: 5.51468 -0.29253 0.63411  -0.744
O: -0.26072 0.60848 -0.99883  -0.094
O: 2.26374 1.36458 -1.59159  -0.568
N: 0.53991 -1.72442 0.34856  -0.440
N: -1.00150 -0.91194 2.47342  1.103
N: -2.81383 1.45037 -5.90670  -0.050
N: 0.68576 -2.83237 2.91117  0.039
N: -2.13010 0.29374 -4.01306  0.254
N: -1.21672 -3.36093 1.23956  0.804
C: -1.93770 0.18572 -2.56773  -1.200
C: 3.00740 3.43677 -2.27994  -0.976
C: 2.91026 -3.53584 1.99237  -0.291
C: 1.53679 -3.96931 2.50320  -0.891
C: -1.63839 7.05222 -1.68486  -0.502
C: -2.58522 0.76524 1.61754  0.033
C: -1.63880 5.71454 -1.33222  -0.642
C: 1.38170 -1.97982 3.89493  -1.144
C: -3.53359 0.45775 2.77512  -1.147
C: 3.62697 1.14344 -2.02086  -0.077
C: 2.73562 -1.48388 3.40155  0.412
C: 2.45936 2.70135 -1.05935  1.201
C: -1.85920 -1.20580 3.61634  -1.162
C: -1.82986 -0.66634 -6.16733  0.198
C: 3.83396 2.31776 -2.97634  -1.077
C: 2.95950 2.08226 1.31969  0.021
C: 0.05199 7.49784 -0.02957  -0.558
C: -0.46905 0.06077 -2.15611  0.447
C: -1.88292 -5.69404 1.56488  -0.849
C: 3.62375 -2.66398 3.02108  -1.178
C: -2.64607 -5.65570 0.24309  -0.768
C: -1.68892 -0.71613 -4.84054  -0.058
C: 0.06165 6.16014 0.32506  -0.547
C: -0.79858 7.95036 -1.03315  -0.409
C: -2.70211 1.44205 -4.52514  0.498
C: -2.43278 0.47661 -6.82594  0.260
C: 4.40154 1.33631 -0.70937  -0.070
C: -2.00246 -4.63824 -0.69585  -0.966
C: -1.14501 0.46499 2.00039  0.852
C: -1.94488 -3.27207 -0.02426  -0.130
C: -0.79117 5.23868 -0.31312  0.256
C: 4.47926 0.02668 0.08056  -0.001
C: -1.81683 -4.29803 2.17976  -0.735
C: -3.32684 -0.98086 3.25378  -0.517
C: 3.56196 2.46946 -0.02524  0.049
H: 3.61009 4.29544 -1.98782  0.437
H: 3.70881 0.15218 -2.45634  0.616
H: -3.68142 -5.35249 0.44002  0.301
H: -4.57269 0.61763 2.47727  0.471
H: 4.57259 -2.30606 2.61764  0.501
H: 4.88877 2.56369 -3.09341  0.390
H: -3.32358 1.14241 3.60504  0.349
H: 2.58519 -0.84338 2.53107  -0.454
H: -1.68262 -2.22479 3.95782  0.489
H: -2.44118 -0.71549 -2.20786  0.134
H: -2.83941 -3.97738 2.43764  0.253
H: -2.55987 -4.57030 -1.63395  0.377
H: 3.20458 -0.86690 4.17175  0.521
H: -2.66027 1.81169 1.31604  0.194
H: -2.67874 -6.64644 -0.21602  0.401
H: 1.65394 -4.61850 3.38089  0.417
H: -3.23353 2.28231 -6.29234  0.237
H: -1.19743 -1.54460 -4.35348  0.520
H: -0.81153 1.14771 2.79189  0.373
H: 0.72217 5.79581 1.10203  0.387
H: 3.41871 2.07975 -3.95445  0.358
H: 1.51757 -2.58716 4.79936  0.389
H: -0.86266 -6.04523 1.38500  0.288
H: 3.83910 -3.25920 3.91968  0.463
H: -2.85640 0.15310 0.74917  -0.100
H: -3.96410 -1.20933 4.11318  0.353
H: 1.00647 -4.53422 1.73628  0.347
H: 5.42376 1.66339 -0.88377  0.584
H: 3.50298 -4.42406 1.75467  0.408
H: -0.49966 0.62401 1.15254  -1.678
H: -0.97988 -4.94602 -0.93231  0.331
H: -0.80731 8.99847 -1.30635  0.338
H: -2.38299 1.05534 -2.09690  0.442
H: 2.77589 -2.96325 1.07403  0.094
H: 0.70958 8.19371 0.47743  0.347
H: 0.73831 -1.14008 4.14964  0.458
H: -2.29650 7.40114 -2.47152  0.344
H: -3.59374 -1.67031 2.44511  0.100
H: -1.58639 -0.53028 4.43903  0.631
H: 4.15586 3.36316 0.15290  0.604
H: 1.52684 3.06027 -0.63482  -1.095
H: -1.43298 -2.54790 -0.65419  -0.175
H: -2.35727 -6.38338 2.26843  0.378
H: -1.22496 -4.30921 3.09300  0.506
H: -2.97271 -2.91587 0.15959  0.225
H: 2.19214 3.78349 -2.91347  0.363
H: -2.28758 5.00728 -1.83367  0.421